Entry 1:
Formula: C4H5N3O7
Source: OMol25
Level of theory: ωB97M-V with the def2-TZVPD basis set

Atoms and positions in Å:
C 1.23309 -0.54756 -0.94396
C 0.71782 -0.28554 0.43980
C -0.38643 0.56331 0.89292
C -2.34476 0.04834 -0.05614
N -2.12844 0.84706 -1.31148
N -3.53514 0.54204 0.73288
N -2.46309 -1.44879 -0.35653
O -2.10658 0.34096 -2.39961
O -1.91004 2.03437 -1.06893
O -3.38615 0.58258 1.92488
O -4.51252 0.89006 0.11820
O -3.36828 -2.03948 0.15859
O -1.45829 -1.83990 -0.94436
O 1.77471 0.38828 -0.12274
H 1.68616 -1.50894 -1.11800
H 0.79742 -0.14808 -1.87978
H 0.92074 -1.22164 1.09651
H -0.67512 0.36478 1.85113
H -0.46509 1.54939 0.62147

The LUMO energy comes out at -1.78 eV. For the energy relative to the best compared isomer or geometry (same formula, charge and spin), the calculation gives 2.4259 eV. The electronic energy is -23018.260 eV. Its gap between HOMO and LUMO is 0.329 Ha. The HOMO energy comes out at -0.394 Eh.

Here are the Mulliken charges for atoms 1 to 2, given in e: number 1, C, carries -0.390; number 2, C, carries 0.551

Entry 2:
Formula: C4H5N3S
Source: OMol25
Level of theory: ωB97M-V with the def2-TZVPD basis set

Atoms and positions in Å:
C -1.01126 -0.99875 -1.08456
C 0.61443 -0.60136 0.69343
C 0.45325 -1.75236 1.33123
C 1.81407 0.23349 0.81499
H -1.42462 1.52735 0.83325
H -0.54829 -1.98232 -1.00258
H -2.39409 0.12918 -1.64313
H -0.47263 -2.36284 1.18084
H 1.14083 -2.08828 2.07629
N -0.29291 -0.11188 -0.25717
N -2.00884 -0.80580 -1.84058
N 2.82199 0.79243 0.98908
S -0.69786 1.52297 -0.26340

The LUMO energy comes out at 0.09 eV. For the energy relative to the best compared isomer or geometry (same formula, charge and spin), the calculation gives 2.3435 eV. Its SMILES is [H]/N=C\N(S)C(=C)C#N. The electronic energy is -19532.538 eV. Its gap between HOMO and LUMO is 0.358 Ha. The HOMO energy comes out at -0.354 Eh.

Here are the Mulliken charges for atoms 1 to 2, given in e: number 1, C, carries 0.109; number 2, C, carries 0.622

Entry 3:
Formula: C4H5N3S
Source: OMol25
Level of theory: ωB97M-V with the def2-TZVPD basis set

Atoms and positions in Å:
C -1.54347 -0.01109 -0.10954
C -1.11461 1.34893 -0.08516
C 0.17844 1.24364 0.13752
C 1.75827 -0.72746 0.11649
H -2.94814 -1.67056 0.82702
H -1.67628 2.33273 -0.13352
H 0.92994 2.06990 -0.09223
H 1.48489 -1.73872 0.07171
H 3.42235 -1.14777 -0.26969
N 0.53075 -0.12107 0.11863
N 2.92629 -0.25845 -0.33724
N -0.60275 -0.87953 -0.08666
S -3.34569 -0.44054 -0.15733

The LUMO energy comes out at 0.17 eV. For the energy relative to the best compared isomer or geometry (same formula, charge and spin), the calculation gives 3.2405 eV. Its SMILES is [H]/N=C/n1ccc(S)n1. The electronic energy is -19531.640 eV. Its gap between HOMO and LUMO is 0.339 Ha. The HOMO energy comes out at -0.333 Eh.

Here are the Mulliken charges for atoms 1 to 2, given in e: number 1, C, carries 0.359; number 2, C, carries -0.301

Entry 4:
Formula: C4H5N3S
Source: OMol25
Level of theory: ωB97M-V with the def2-TZVPD basis set

Atoms and positions in Å:
C 1.14532 1.39759 0.11516
C -1.18267 0.56316 -0.26163
C 0.65133 -1.10502 -0.07036
C -0.21908 -2.21260 0.07548
H 1.70610 1.83672 -0.87195
H 1.73921 0.73374 0.90834
H 0.68193 2.31465 0.81402
H -1.21968 1.60678 -0.90456
H -2.27117 -1.05771 0.56674
N 0.15193 0.26392 -0.23239
N -2.31394 -0.09282 0.07654
N -1.21533 -2.95535 -0.12773
S 2.34605 -1.29305 -0.08765

The LUMO energy comes out at -1.94 eV. For the energy relative to the best compared isomer or geometry (same formula, charge and spin), the calculation gives 4.9295 eV. Its SMILES is [H]/N=C\N(C)C(=S)C#N. The electronic energy is -19529.952 eV. Its gap between HOMO and LUMO is 0.279 Ha. The HOMO energy comes out at -0.350 Eh.

Here are the Mulliken charges for atoms 1 to 2, given in e: number 1, C, carries -0.776; number 2, C, carries 0.163

Entry 5:
Formula: C4H5NO
Source: OMol25
Level of theory: ωB97M-V with the def2-TZVPD basis set

Atoms and positions in Å:
N -1.77908 0.05196 -0.03612
C -0.36989 0.33505 -0.07840
C 0.33012 -0.14618 -1.34139
O 1.50184 -0.42433 -1.33761
C 1.65441 -0.19358 1.27587
C 0.49230 0.03478 1.04301
H -1.91838 -0.95395 -0.00933
H -2.11899 0.40555 0.85358
H -0.24757 -0.18061 -2.28070
H 2.55602 -0.37307 1.78774
H -0.20046 1.41531 -0.06144

The LUMO energy comes out at 0.70 eV. For the energy relative to the best compared isomer or geometry (same formula, charge and spin), the calculation gives 3.1812 eV. Its SMILES is C#C[C@H](N)C=O. The electronic energy is -7763.345 eV. Its gap between HOMO and LUMO is 0.394 Ha. The HOMO energy comes out at -0.368 Eh.

Here are the Mulliken charges for atoms 1 to 2, given in e: number 1, N, carries -0.637; number 2, C, carries 0.397

Entry 6:
Formula: C4H5NO
Source: OMol25
Level of theory: ωB97M-V with the def2-TZVPD basis set

Atoms and positions in Å:
O -1.52035 0.59684 -0.70695
C -0.34928 0.18985 -0.03111
C 0.45715 -0.63434 -0.99925
N 1.36204 -1.43057 -0.61096
C -0.32242 -0.06790 1.44133
C 0.20458 1.04612 1.04303
H -1.83971 1.39370 -0.26482
H 0.16323 -0.49040 -2.04880
H 1.78880 -1.90752 -1.40870
H -0.53855 -0.71260 2.27908
H 0.59450 2.01680 1.30715

The LUMO energy comes out at 1.04 eV. For the energy relative to the best compared isomer or geometry (same formula, charge and spin), the calculation gives 3.1126 eV. Its SMILES is [H]/N=C/C1(O)C=C1. The electronic energy is -7763.414 eV. Its gap between HOMO and LUMO is 0.391 Ha. The HOMO energy comes out at -0.353 Eh.

Here are the Mulliken charges for atoms 1 to 2, given in e: number 1, O, carries -0.570; number 2, C, carries 0.356

Entry 7:
Formula: C4H5NO
Source: OMol25
Level of theory: ωB97M-V with the def2-TZVPD basis set

Atoms and positions in Å:
N -0.90205 -0.78100 0.89954
C 0.03507 -1.15128 -0.14395
C -0.98207 -0.07712 -0.34641
C 0.18492 0.95050 -0.46930
O 0.79920 1.17235 0.80150
C 1.18805 -0.14110 -0.39941
H -0.45849 -0.21214 1.61906
H 0.08368 -2.18896 -0.45546
H -1.90824 -0.06076 -0.90977
H 0.16826 1.80585 -1.14151
H 1.79167 0.68366 0.54572

The LUMO energy comes out at 0.18 eV. For the energy relative to the best compared isomer or geometry (same formula, charge and spin), the calculation gives 6.7473 eV. The electronic energy is -7759.779 eV. Its gap between HOMO and LUMO is 0.356 Ha. The HOMO energy comes out at -0.349 Eh.

Here are the Mulliken charges for atoms 1 to 2, given in e: number 1, N, carries -0.530; number 2, C, carries 0.033

Entry 8:
Formula: C4H5NO
Source: OMol25
Level of theory: ωB97M-V with the def2-TZVPD basis set

Atoms and positions in Å:
C 0.76138 -1.53801 -0.23412
C 0.60843 -0.06114 -0.12086
O 0.11917 2.03550 -0.07112
N 1.53977 0.78535 -0.15559
C -0.67625 0.65701 0.04419
C -1.90071 0.41802 0.20213
H 0.08592 2.52130 0.77436
H 0.27019 -1.86357 -1.15330
H 0.23722 -1.99950 0.60480
H 1.80664 -1.84221 -0.24395
H -2.85175 0.88724 0.35345

The LUMO energy comes out at -1.12 eV. For the energy relative to the best compared isomer or geometry (same formula, charge and spin), the calculation gives 6.5166 eV. The electronic energy is -7760.010 eV. Its gap between HOMO and LUMO is 0.252 Ha. The HOMO energy comes out at -0.293 Eh.

Here are the Mulliken charges for atoms 1 to 2, given in e: number 1, C, carries -1.036; number 2, C, carries 0.917

Entry 9:
Formula: C4H5NO
Source: OMol25
Level of theory: ωB97M-V with the def2-TZVPD basis set

Atoms and positions in Å:
C 1.85554 0.11357 0.14716
C 0.41410 -0.13747 -0.04872
N -0.30623 0.64799 0.69664
C -1.60058 0.40070 0.36323
C -1.61357 -0.58274 -0.55797
O -0.31287 -0.94031 -0.83566
H 1.46224 0.78644 1.01283
H 2.28377 0.75290 -0.63329
H 2.51211 -0.77145 0.23757
H -2.38695 0.96373 0.83891
H -2.39395 -1.11999 -1.05938

The LUMO energy comes out at 1.03 eV. For the energy relative to the best compared isomer or geometry (same formula, charge and spin), the calculation gives 1.3973 eV. Its SMILES is Cc1ncco1. The electronic energy is -7765.129 eV. Its gap between HOMO and LUMO is 0.375 Ha. The HOMO energy comes out at -0.337 Eh.

Here are the Mulliken charges for atoms 1 to 2, given in e: number 1, C, carries -0.865; number 2, C, carries 0.495

Entry 10:
Formula: C4H5NO
Source: OMol25
Level of theory: ωB97M-V with the def2-TZVPD basis set

Atoms and positions in Å:
C 1.00244 -0.68676 -1.10891
C 0.11524 -0.25631 -0.21791
C 0.34246 0.86133 0.75293
O -0.97397 1.26201 1.15191
N -1.87189 0.28851 0.76834
C -1.28856 -0.59012 0.03875
H 0.87511 -1.55713 -1.74003
H 1.92165 -0.12504 -1.23481
H 0.88654 1.70848 0.32739
H 0.87208 0.49026 1.64206
H -1.88111 -1.39523 -0.37972

The LUMO energy comes out at 0.59 eV. For the energy relative to the best compared isomer or geometry (same formula, charge and spin), the calculation gives 2.4861 eV. Its SMILES is C=C1C=NOC1. The electronic energy is -7764.040 eV. Its gap between HOMO and LUMO is 0.353 Ha. The HOMO energy comes out at -0.332 Eh.

Here are the Mulliken charges for atoms 1 to 2, given in e: number 1, C, carries -0.886; number 2, C, carries 0.763